*1*
DFT (ωB97M-V/def2-TZVPD) results for C6H6 in the gas phase.

Values from the calculation:
- 2S+1: 1
- Orbital gap: 9.4 eV
- LUMO level: -0.415 eV

Positions of all 12 atoms, in Å:
C: 1.902 1.745 0.336
C: 0.746 0.906 0.016
C: -0.208 0.223 -0.258
C: -1.367 -0.607 -0.611
C: -1.096 -2.936 -1.463
C: -1.082 -2.095 -0.464
H: 2.223 1.584 1.369
H: 2.742 1.513 -0.325
H: 1.660 2.805 0.220
H: -1.669 -0.399 -1.643
H: -2.223 -0.351 0.026
H: -0.843 -2.504 0.522

These are the Löwdin partial charges, in e, on atoms 1 to 2: atom 1 (C): -0.106, atom 2 (C): -0.080

=====

*2*
DFT (ωB97M-V/def2-TZVPD) results for C6H6 in the gas phase.

Values from the calculation:
- SMILES: C#CCC1=CC1
- 2S+1: 1
- Orbital gap: 10.3 eV
- LUMO level: 1.042 eV

Positions of all 12 atoms, in Å:
C: -0.559 0.038 2.898
C: -0.017 -0.217 1.854
C: 0.632 -0.594 0.594
C: 0.140 0.137 -0.604
C: -0.377 1.148 -1.218
C: -0.074 -0.053 -2.073
H: -1.045 0.259 3.823
H: 0.479 -1.665 0.420
H: 1.718 -0.453 0.678
H: -0.790 2.145 -1.207
H: -0.891 -0.699 -2.410
H: 0.782 -0.046 -2.755

These are the Löwdin partial charges, in e, on atoms 1 to 2: atom 1 (C): 0.108, atom 2 (C): -0.137

=====

Pick the least stable structure from those above. Pick: *1*